C6H10F2O4 | the ωB97M-V functional and the def2-TZVPD basis

Element x y z (Å)
H -1.221 -2.042 1.040
C 0.363 1.946 1.600
H 0.224 1.747 2.658
O -0.508 -1.993 0.381
H 0.777 -0.133 1.306
F 1.960 -1.218 -0.366
H -2.146 1.017 1.768
C -1.086 0.337 0.368
C -0.994 -0.943 -0.416
H -1.967 -1.170 -0.879
H -0.350 3.771 1.627
C 0.306 0.719 0.790
O -1.863 0.123 1.520
F 0.073 -1.946 -2.248
O -0.505 2.951 1.100
H -1.547 1.096 -0.248
C 1.278 -0.275 -1.118
O 1.137 0.906 -0.359
H 1.429 2.319 1.450
H -0.472 -0.131 -2.317
H 1.912 -0.077 -1.971
C -0.038 -0.754 -1.564

Forces on the atoms, in the same order (eV/Å):
H 0.521 -0.518 0.241
C 2.388 1.585 0.075
H -0.275 -0.076 0.132
O -1.153 0.044 0.475
H -0.523 0.382 0.427
F -0.256 0.035 -0.181
H -0.135 -0.417 0.279
C 0.194 -0.241 -0.131
C -0.240 -0.139 -0.884
H -0.023 -0.189 0.330
H -0.221 -1.024 -0.720
C 0.613 -1.070 -0.402
O -0.583 0.383 0.322
F 0.416 -0.725 -0.047
O -0.354 0.840 0.743
H 0.066 0.409 -0.305
C 1.487 1.103 0.739
O 0.142 -0.375 -1.279
H -1.013 -0.445 0.511
H -0.098 1.230 -0.075
H 0.237 0.397 -0.136
C -1.190 -1.188 -0.113

Summary:
E_HOMO   -10.17 eV
Energy   -735.28873 Eh
SMILES   OC[C@@H]1O[C@@H](F)[C@@H](F)[C@@H](O)[C@H]1O
Relative energy (zero: lowest compared OMol25 entry of this formula, charge and spin)   34.74 kJ/mol
Frontier orbital gap   0.3901 Eh



C9H11O4S2 | the ωB97M-V functional and the def2-TZVPD basis

Element x y z (Å)
H 2.700 0.087 2.194
O -2.054 2.191 -3.501
O -2.224 3.399 -1.442
C 1.231 0.050 0.613
C -1.018 -0.594 1.177
H 1.915 0.389 -0.179
C 1.588 -0.105 2.002
C -0.678 -0.697 2.463
S 0.577 0.048 -2.518
C -0.539 -0.023 -1.118
H -2.071 -0.601 0.999
S -1.303 2.656 -2.325
H -0.883 -1.432 -3.905
H -1.332 -0.748 -1.364
C -0.481 -0.310 -4.043
H 1.868 -1.164 4.728
H 0.791 0.140 4.983
C 0.863 -0.774 4.410
H -1.267 0.407 -4.192
O 1.073 1.390 -2.862
O 1.683 -0.859 -2.417
H -1.465 -0.979 3.279
H 0.209 -1.505 4.783
C 0.639 -0.477 2.958
H 0.214 -0.253 -4.874
C -0.038 -0.236 0.151

Forces on the atoms, in the same order (eV/Å):
H -1.763 -0.341 0.270
O 1.161 0.250 0.684
O 1.538 -0.711 -0.472
C 0.652 -0.127 0.849
C 0.705 0.716 -1.460
H 0.221 -0.181 0.894
C 0.955 0.393 -1.198
C -0.043 -0.580 3.395
S -1.191 1.407 -0.988
C -0.586 -0.041 -4.183
H -0.482 -0.317 -0.804
S -3.089 0.649 0.328
H 0.782 2.527 -0.511
H 0.131 0.616 -0.277
C 0.176 -3.289 1.802
H -0.497 0.307 -0.887
H -0.401 0.295 0.432
C 2.440 0.782 0.175
H -0.270 0.156 0.347
O -0.470 0.000 0.551
O 0.552 -1.632 -0.009
H 1.257 0.566 -1.681
H -1.287 -0.777 0.426
C 0.220 -0.686 -1.113
H 0.266 -0.143 0.070
C -0.980 0.160 3.360

Summary:
E_HOMO (spin up / spin down)   -3.44 / -3.44 eV
Energy   -1446.84984 Eh
Net charge   -1
Relative energy (zero: lowest compared OMol25 entry of this formula, charge and spin)   78.13 kJ/mol
Frontier orbital gap (spin up / spin down)   0.2293 / 0.2293 Eh